No. 1
C17H23AlI2LaNO4SSi | ωB97M-V/def2-TZVPD

Element x y z (Å)
I  1.036388  -4.067586  -1.540710
I  1.269152  3.585067  -1.573714
Al  0.035670  1.618501  -0.702877
La  -0.095757  -1.637968  -0.116186
S  0.727761  0.050445  -2.194968
C  -2.239358  -2.181316  -1.656000
C  -2.391554  -2.511936  1.107607
C  0.150953  -0.039335  -4.139468
C  0.998027  1.024875  -4.851298
C  -1.329519  0.235637  -4.367337
C  0.604685  -1.429756  -4.607706
C  -1.881721  1.590436  -0.044979
C  -1.900361  2.233828  -1.627697
O  -3.456933  -2.759896  1.480844
O  -3.038852  -2.354213  -2.468572
O  -2.857658  1.573340  0.650822
O  -2.927595  2.420019  -2.219168
H  0.796939  1.040170  -5.942796
H  2.063745  0.791442  -4.701309
H  0.797110  2.033192  -4.450427
H  -1.622380  -0.063952  -5.396864
H  -1.550626  1.312679  -4.272870
H  -1.980933  -0.306516  -3.667382
H  0.455027  -1.561294  -5.697086
H  0.093517  -2.253300  -4.088202
H  1.681976  -1.519003  -4.403237
C  0.001193  3.448653  2.017862
Si  0.209662  1.697928  2.621440
C  1.755709  1.790548  3.669962
C  -1.227633  1.335928  3.754967
N  0.535486  0.360066  1.514286
C  0.938086  -0.861307  2.129981
C  2.036496  -1.564852  1.557148
C  2.264560  -2.901886  1.922455
C  1.516260  -3.476404  2.949681
C  0.406660  -2.818000  3.489374
C  0.085420  -1.537740  3.045897
H  -0.160715  4.001052  2.959345
H  -0.842962  3.637268  1.348507
H  0.885430  3.843205  1.493916
H  1.533925  2.466558  4.503998
H  2.126934  0.848395  4.114765
H  2.591395  2.227814  3.110343
H  -2.072387  0.861272  3.238497
H  -0.987002  0.747841  4.656245
H  -1.584296  2.313229  4.105547
H  2.695960  -1.023049  0.873223
H  3.054735  -3.456204  1.412273
H  1.798694  -4.462802  3.314409
H  -0.192880  -3.271094  4.283620
H  -0.806410  -1.029966  3.403815

Atoms 1-3, force components in eV/Å:
-0.27 0.44 0.59
-0.63 -0.10 0.63
1.74 0.72 -1.01

Results
LUMO (spin up / spin down), eV: -17.6042 / -17.5959
Energy relative to the best compared isomer or geometry (same formula, charge and spin), kJ/mol: 260.6
Molar mass, Da: 785.22
DFT total energy, eV: -70007.491
Net charge: +4
Gap between HOMO and LUMO (spin up / spin down), eV: 3.323 / 3.345


No. 2
C2H5OPS | ωB97M-V/def2-TZVPD

Element x y z (Å)
C  -1.341761  -0.561087  -0.108777
C  0.881797  0.193183  0.216292
O  2.190141  0.479918  0.102502
P  -0.712669  1.231132  -0.111338
S  0.282175  -1.446587  -0.173882
H  -1.761203  -0.897833  0.762654
H  -2.078794  -0.706752  -0.867356
H  0.659257  0.630169  2.176621
H  2.638242  -0.257327  -0.358232
H  -0.757183  1.335184  -1.638484

Atoms 1-3, force components in eV/Å:
1.25 0.81 -1.23
-0.66 0.69 2.42
-0.14 -0.30 -0.76

Results
LUMO (spin up / spin down), eV: -0.1347 / -0.1351
Energy relative to the best compared isomer or geometry (same formula, charge and spin), kJ/mol: 437.6
Molar mass, Da: 108.10
DFT total energy, eV: -24321.704
Net charge: 0
Gap between HOMO and LUMO (spin up / spin down), eV: 7.860 / 7.835